(1)
# C35H42AsHgN3O2S

C35H42AsHgN3O2S as an isolated structure (ωB97M-V/def2-TZVPD, OMol25).

Geometry as XYZ:
```
85
Properties=species:S:1:pos:R:3:forces:R:3
Hg 0.170335 0.503089 0.247241 -0.05 0.15 -0.21
C 3.901612 0.762036 -3.109468 0.05 -0.04 -0.03
C 3.257755 -0.593841 -3.108379 -0.09 0.01 -0.03
C 3.957815 -1.690381 -3.600110 0.01 0.03 0.01
C 3.408702 -2.962873 -3.604881 0.04 -0.02 0.06
C 2.123142 -3.139782 -3.117334 0.03 0.02 -0.04
C 1.382810 -2.063818 -2.642809 0.04 0.14 0.06
C -0.017958 -2.273937 -2.145724 0.07 -0.02 0.13
C 1.939465 -0.767135 -2.628713 0.18 -0.42 -0.21
N 1.202477 0.294491 -2.118139 -0.16 0.67 0.53
C 1.021279 1.358398 -2.905610 -0.18 -0.60 -0.45
O 1.263887 1.404188 -4.124058 -0.02 0.25 0.09
C 0.392588 2.595128 -2.294600 0.14 0.07 -0.27
C 0.115167 3.687295 -3.108972 0.05 0.02 0.01
C -0.462721 4.809438 -2.535170 0.01 -0.14 0.10
C -0.785342 4.792901 -1.185173 0.06 0.04 -0.08
C -0.484187 3.653395 -0.451333 -0.07 0.27 0.24
N 0.117177 2.616655 -1.004226 0.01 -0.46 0.20
C -0.868507 3.584253 1.014843 -0.34 -0.04 0.63
O -1.192255 4.646408 1.574595 -0.07 0.09 -0.30
N -0.894078 2.371354 1.563250 0.31 -0.15 -0.87
C -1.307988 2.167163 2.875750 -0.10 -0.04 0.37
C -2.445406 1.365948 3.102266 0.20 0.01 -0.09
C -3.240279 0.894345 1.919911 0.00 0.04 0.05
C -2.797568 1.019744 4.399495 -0.01 0.02 0.07
C -2.053629 1.467438 5.482997 0.00 0.02 -0.03
C -0.972161 2.305424 5.260239 0.04 0.01 0.02
C -0.586941 2.665607 3.973017 -0.02 0.14 -0.07
C 0.578609 3.582867 3.737214 0.00 -0.04 0.04
H 4.973159 0.680965 -3.298519 0.01 -0.02 0.06
H 3.743715 1.268856 -2.153409 0.01 0.00 -0.01
H 3.449918 1.386059 -3.882437 0.05 0.01 0.04
H 4.955080 -1.533402 -4.000496 0.00 -0.01 0.08
H 3.980101 -3.806998 -3.975014 -0.04 0.03 -0.02
H 1.675076 -4.128823 -3.132119 -0.03 0.02 0.04
H -0.428919 -3.216796 -2.517815 0.03 0.02 0.01
H -0.658885 -1.444244 -2.448254 0.02 0.01 0.01
H -0.026106 -2.309368 -1.047834 -0.04 0.06 -0.05
H 0.364770 3.617085 -4.157407 -0.01 0.02 0.01
H -0.665438 5.689333 -3.133224 -0.05 -0.02 -0.03
H -1.258341 5.625629 -0.686150 0.01 -0.01 0.03
H -3.582418 1.738499 1.318526 -0.01 -0.01 -0.02
H -4.104283 0.306352 2.238376 0.03 -0.02 -0.01
H -2.608757 0.296050 1.259558 -0.02 -0.07 -0.04
H -3.676533 0.405850 4.570745 0.03 -0.04 -0.06
H -2.315926 1.169414 6.491147 -0.05 0.05 0.00
H -0.406781 2.691670 6.102892 0.01 -0.02 -0.02
H 0.997948 3.931590 4.682312 0.07 -0.09 0.00
H 0.256043 4.445028 3.151036 0.03 -0.03 0.08
H 1.356358 3.075618 3.158104 0.02 0.03 0.03
C 2.024547 0.067075 4.130946 0.08 -0.06 0.00
C 2.016480 -1.015430 3.088553 -0.06 -0.02 0.01
C 3.086644 -1.150264 2.213298 0.03 0.04 -0.03
C 3.091537 -2.111573 1.211933 0.00 -0.03 0.02
C 4.235764 -2.171875 0.241342 0.00 0.01 0.00
C 2.000048 -2.968321 1.104086 -0.01 -0.03 -0.02
C 0.919586 -2.866779 1.972088 -0.02 0.04 0.01
C -0.264890 -3.791467 1.850503 0.11 0.01 0.00
C 0.940705 -1.885636 2.959748 -0.05 -0.03 0.03
H 2.369067 1.007115 3.699288 0.00 0.03 0.03
H 2.700054 -0.186990 4.952651 -0.02 0.01 0.00
H 1.030459 0.229247 4.537717 -0.10 0.04 0.06
H 3.933207 -0.473753 2.299013 -0.04 0.00 -0.01
H 5.176228 -1.920718 0.735995 0.00 -0.03 -0.03
H 4.076297 -1.451844 -0.562235 0.01 0.00 -0.10
H 4.329076 -3.155482 -0.216411 -0.01 -0.03 -0.02
H 1.989643 -3.717868 0.317558 -0.01 0.04 -0.02
H -0.138287 -4.669651 2.489544 -0.03 0.01 0.00
H -0.385463 -4.145226 0.824835 -0.01 0.02 0.01
H -1.179618 -3.282552 2.157445 -0.02 -0.03 -0.02
H 0.090466 -1.787137 3.629585 0.03 0.05 -0.04
C -3.268224 -1.786032 -0.835364 0.02 0.07 0.01
As -3.581771 -0.666266 -2.384107 -0.34 -0.27 -0.14
C -5.523773 -0.627095 -2.457835 0.02 -0.04 0.00
C -3.148799 -1.806510 -3.901900 0.03 -0.01 -0.01
S -2.752478 1.219566 -2.436654 0.10 0.03 0.14
H -3.653213 -2.786262 -1.037338 0.01 0.01 -0.01
H -3.792354 -1.350070 0.011040 -0.04 0.03 0.05
H -2.206037 -1.830489 -0.606145 0.02 0.03 -0.05
H -5.932243 -1.637783 -2.507396 0.04 0.01 0.03
H -5.813237 -0.070577 -3.346477 0.01 0.03 -0.02
H -5.904940 -0.112882 -1.578242 0.03 0.02 0.02
H -4.073537 -2.179762 -4.340967 0.00 -0.01 0.01
H -2.528713 -2.643505 -3.585686 -0.01 0.04 0.02
H -2.605808 -1.217355 -4.636508 0.02 0.05 0.03
```
Positions in Å, forces in eV/Å.

Calculated values
total charge	-1
spin multiplicity	2
HOMO-LUMO gap (alpha / beta)	6.4 / 6.7	eV
E_HOMO (alpha / beta)	-4.030 / -4.943	eV
energy above the lowest of the compared OMol25 structures with the same formula, charge and spin	11.5	kJ/mol
DFT total energy	-121394.0349	eV

Atomic partial charges in e from the Mulliken method, atoms 1 to 5: Hg 0.6339; C -1.7484; C 1.3553; C -0.7801; C -0.8354

---

(2)
# C33H48N9OS2Sc

C33H48N9OS2Sc as an isolated structure (ωB97M-V/def2-TZVPD, OMol25).

Geometry as XYZ:
```
94
Properties=species:S:1:pos:R:3:forces:R:3
Sc -0.203802 -0.032868 0.318973 0.44 -0.31 -0.33
C 4.964411 -1.792265 -3.703304 0.01 0.07 -0.04
S 4.662224 -1.553338 -1.948083 0.02 -0.11 0.05
C 2.870953 -1.699067 -1.812490 0.15 -0.02 -0.09
S 1.879543 -1.432507 -3.142355 -0.06 -0.05 0.04
N 2.616943 -2.034512 -0.575788 -0.13 0.41 0.37
N 1.348651 -1.902385 -0.047120 -0.09 -0.34 -0.37
C 0.980132 -2.946042 0.596233 0.00 0.02 0.01
C -0.191148 -2.964486 1.470905 0.00 -0.04 -0.02
C -0.431283 -4.080344 2.267659 -0.06 0.01 -0.03
C -1.485931 -4.056150 3.162292 0.03 -0.02 -0.01
C -2.268618 -2.915996 3.242734 -0.04 0.03 0.00
C -1.967851 -1.851214 2.410417 -0.05 -0.02 -0.07
N -0.967234 -1.874565 1.534917 0.15 0.03 0.09
H 6.035865 -1.646314 -3.844808 0.00 0.00 0.02
H 4.408671 -1.072261 -4.298801 -0.01 0.00 0.00
H 4.693135 -2.800444 -4.009244 -0.03 0.01 0.00
H 1.596773 -3.840375 0.559692 0.06 0.01 0.06
H 0.217782 -4.941400 2.185857 0.00 0.00 0.00
H -1.685491 -4.910813 3.795588 -0.01 0.00 0.00
H -3.098581 -2.838840 3.931045 0.01 -0.01 0.00
H -2.555703 -0.943785 2.437488 0.01 0.00 0.02
C -2.891384 1.819765 1.272273 0.02 0.08 -0.04
N -2.301085 0.862284 0.354455 0.07 -0.05 0.16
C -2.955894 0.593791 -0.741817 0.00 0.02 -0.08
C -2.524779 -0.402733 -1.626080 -0.10 -0.01 0.04
C -3.152896 -0.939798 -2.762821 0.01 -0.02 0.01
C -2.369821 -2.017286 -3.149659 0.00 0.00 -0.02
C -1.296344 -2.074930 -2.240670 0.03 0.02 0.00
N -1.375073 -1.109847 -1.325021 -0.15 0.11 0.04
C -4.010716 1.270097 2.138638 0.01 -0.01 0.01
C -4.739151 0.132240 1.811636 -0.02 0.03 -0.01
C -5.764838 -0.312869 2.638093 -0.01 -0.02 -0.02
C -6.078399 0.373996 3.799594 0.00 0.01 0.02
C -5.357242 1.513326 4.134292 -0.01 0.00 0.00
C -4.334198 1.952228 3.310272 0.03 -0.01 0.01
H -3.270182 2.694920 0.727361 -0.02 -0.02 -0.03
H -2.102226 2.191973 1.924004 -0.01 0.01 0.02
H -3.861922 1.149163 -0.999846 -0.04 -0.01 0.11
H -4.068424 -0.586233 -3.213545 0.01 -0.01 0.01
H -2.530001 -2.683058 -3.982580 -0.01 0.00 0.01
H -0.465980 -2.761849 -2.251450 0.02 0.01 -0.01
H -4.500861 -0.427135 0.915594 -0.01 0.00 0.01
H -6.319109 -1.203075 2.367765 0.00 0.00 0.00
H -6.876432 0.024821 4.442060 0.00 0.00 0.00
H -5.589423 2.056535 5.041665 0.00 0.00 0.00
H -3.765961 2.835628 3.582124 0.00 0.00 0.00
C 0.191563 1.235121 3.966328 -0.02 0.02 0.04
C 1.293230 0.547511 3.159424 0.06 -0.07 -0.07
C 2.531273 1.440915 3.091615 0.03 0.03 0.00
C 1.648219 -0.799836 3.787373 0.02 -0.01 0.05
O 0.837978 0.338273 1.856914 -0.39 0.19 0.02
H 0.518052 1.456322 4.985646 0.00 -0.01 0.00
H -0.691766 0.593381 4.021562 0.01 0.00 -0.02
H -0.093248 2.168955 3.475877 0.01 0.00 0.00
H 2.917603 1.678906 4.085872 -0.01 -0.02 0.00
H 2.273770 2.371800 2.580832 0.00 -0.01 0.00
H 3.316697 0.943672 2.519535 -0.01 0.00 -0.01
H 2.074364 -0.674658 4.785895 -0.01 0.00 0.00
H 2.374882 -1.319364 3.159998 0.00 0.01 -0.01
H 0.754876 -1.423635 3.872616 0.00 0.00 -0.01
C 1.938464 4.667807 -3.679576 0.01 0.03 0.00
C 1.812183 3.187501 -4.017487 0.03 -0.05 -0.02
N 1.988041 2.317379 -2.862124 0.02 0.01 0.05
C 3.355505 1.957918 -2.489070 -0.02 0.00 -0.06
C 3.852403 2.662390 -1.231533 0.02 0.00 0.02
C 0.943567 1.858586 -2.139413 -0.04 -0.07 -0.03
C -0.439193 2.292867 -2.523657 0.00 0.02 -0.02
N 1.064932 1.040889 -1.145004 0.07 0.05 0.17
H 1.700714 5.283212 -4.548777 0.02 -0.01 0.00
H 2.953941 4.911307 -3.363154 -0.01 -0.01 0.01
H 1.259878 4.940331 -2.869124 -0.01 0.00 -0.02
H 2.572056 2.906438 -4.748230 -0.02 0.00 -0.02
H 0.855581 2.974838 -4.488874 -0.02 0.02 0.04
H 3.993432 2.215201 -3.334610 0.00 0.03 0.01
H 3.429358 0.873251 -2.391090 -0.01 0.00 0.04
H 3.892376 3.744238 -1.375596 0.00 -0.01 -0.01
H 4.854217 2.309491 -0.982987 -0.01 0.00 -0.01
H 3.204945 2.454091 -0.377455 0.00 -0.01 -0.01
H -0.484490 3.343143 -2.806635 0.00 -0.01 0.00
H -1.099535 2.137053 -1.678078 0.00 0.01 0.02
H -0.791892 1.682144 -3.358332 0.00 0.00 0.00
H 2.019921 0.728574 -0.998093 0.02 -0.03 -0.04
C 0.308374 5.879200 2.630637 0.01 -0.02 0.02
N 0.989672 5.069965 1.630594 0.00 0.05 -0.10
C 2.445494 5.130029 1.587576 0.00 0.00 0.01
C 0.375228 3.998491 1.151324 0.02 -0.11 0.08
N -0.164766 3.068216 0.726301 -0.03 0.17 -0.07
H 0.555061 6.929382 2.473840 0.01 0.00 0.00
H 0.604743 5.591266 3.643620 0.00 0.00 0.00
H -0.766194 5.753177 2.525509 0.00 0.01 0.00
H 2.758487 6.141465 1.326169 -0.01 0.01 0.02
H 2.812073 4.441494 0.830684 0.00 0.01 0.00
H 2.880672 4.858880 2.553399 0.00 -0.01 0.00
```
Positions in Å, forces in eV/Å.

Calculated values
total charge	0
HOMO-LUMO gap	6.8	eV
E_HOMO	-6.760	eV
energy above the lowest of the compared OMol25 structures with the same formula, charge and spin	36.9	kJ/mol
DFT total energy	-92833.0036	eV

Atomic partial charges in e from the Mulliken method, atoms 1 to 5: Sc -1.9857; C -0.8198; S -0.0957; C 0.2908; S -0.3555

---

(3)
# C5H14NO

A 2-piece molecular cluster, C5H14NO overall (ωB97M-V/def2-TZVPD, OMol25).

Geometry as XYZ:
```
21
Properties=species:S:1:pos:R:3:forces:R:3
C 1.112286 -0.947523 -0.492297 -0.66 -0.77 -0.02
C 1.083401 0.518106 -0.881955 0.05 0.24 0.51
C -0.186658 1.243751 -0.456835 -1.30 -1.25 -1.32
C 0.700789 1.959349 1.792277 0.28 0.83 -0.50
C -0.287818 1.621518 0.984151 -0.71 0.10 -0.07
N 0.007472 -1.722101 -1.188459 -0.38 1.92 0.47
H 0.898904 -1.144965 0.561353 0.51 0.15 0.27
H 2.013926 -1.427116 -0.874150 0.19 0.11 0.51
H 1.908743 1.030245 -0.377358 0.32 -0.34 -0.52
H 1.199072 0.495653 -1.962984 0.19 0.57 -0.27
H -0.994033 0.535897 -0.748952 -0.07 0.12 0.93
H -0.546630 2.001758 -1.167086 0.92 0.59 0.33
H 1.663199 2.207912 1.355363 0.30 -0.51 0.36
H 0.527653 2.245045 2.819486 -0.01 -0.07 0.01
H -1.301487 1.672872 1.354433 -0.13 -0.37 0.21
H -0.101320 -1.321348 -2.143524 0.23 -1.03 -0.64
H 0.063727 -2.718778 -1.028523 0.38 -0.40 -0.77
H -0.900613 -1.485655 -0.772407 -0.36 0.07 0.71
H -3.025865 -1.787277 1.012423 0.27 0.16 -0.73
H -1.690226 -1.487310 1.543256 0.48 0.21 -0.07
O -2.144517 -1.490025 0.671796 -0.51 -0.33 0.62
```
Positions in Å, forces in eV/Å.

Calculated values
total charge	0
spin multiplicity	2
HOMO-LUMO gap (alpha / beta)	2.0 / 10.2	eV
E_HOMO (alpha / beta)	-2.168 / -9.818	eV
energy above the lowest of the compared OMol25 structures with the same formula, charge and spin	348.9	kJ/mol
DFT total energy	-8944.4978	eV

Atomic partial charges in e from the natural (NBO) method, atoms 1 to 5: C -0.2052; C -0.4432; C -0.4688; C -0.4174; C -0.1871

---

(4)
# H4O3

A 2-piece molecular cluster, H4O3 overall (ωB97M-V/def2-TZVPD, OMol25).

Geometry as XYZ:
```
7
Properties=species:S:1:pos:R:3:forces:R:3
H 0.656665 1.214907 0.624577 1.12 -0.16 -1.24
H 1.853245 1.772348 -0.267760 -0.60 -0.57 0.21
H -0.082571 -0.372522 -0.771254 -1.80 -0.67 0.43
H -1.365193 -1.934794 0.667077 0.16 0.71 -0.16
O 1.265936 1.002194 -0.138633 -0.60 0.64 1.09
O -1.038324 -0.723253 -0.715239 2.01 0.96 -2.91
O -1.289759 -0.958880 0.601232 -0.30 -0.90 2.59
```
Positions in Å, forces in eV/Å.

Calculated values
total charge	0
HOMO-LUMO gap	10.8	eV
E_HOMO	-10.096	eV
SMILES	OO.O
energy above the lowest of the compared OMol25 structures with the same formula, charge and spin	6.0	kJ/mol
DFT total energy	-6204.3508	eV

Atomic partial charges in e from the natural (NBO) method, atoms 1 to 5: H 0.4898; H 0.4873; H 0.4764; H 0.4512; O -0.9700

---

(5)
# C3H9N2S

C3H9N2S as an isolated structure (ωB97M-V/def2-TZVPD, OMol25).

Geometry as XYZ:
```
15
Properties=species:S:1:pos:R:3:forces:R:3
C 0.681089 0.093745 -0.216374 3.98 -0.96 1.59
C -1.703725 0.134237 0.546506 -0.27 0.63 1.31
C -0.331868 -0.555521 0.585466 -1.11 1.27 0.21
N 0.651168 1.216999 -0.970927 1.91 4.60 1.55
N 0.091126 -1.106111 -0.792162 -2.68 2.05 -0.80
S 2.891475 -0.561039 0.442886 -2.41 0.75 -0.90
H -1.677085 0.933461 -0.226523 -0.53 -0.96 0.19
H -2.073437 0.735991 1.500361 1.35 -1.66 -1.61
H -2.381957 -0.711069 0.404857 -0.59 0.65 -0.34
H -0.151186 -1.229005 1.374703 0.61 -0.50 0.82
H 1.080956 2.064020 -0.382151 -0.92 -2.51 -1.75
H -0.150777 1.666305 -1.436805 0.09 -1.21 0.22
H 3.129357 -0.019272 1.674460 -0.70 0.00 -0.46
H -0.650578 -0.749782 -1.426900 0.73 -1.18 -0.23
H 0.595435 -1.912955 -1.077392 0.55 -0.99 0.19
```
Positions in Å, forces in eV/Å.

Calculated values
total charge	+1
HOMO-LUMO gap	8.5	eV
E_HOMO	-13.574	eV
energy above the lowest of the compared OMol25 structures with the same formula, charge and spin	405.7	kJ/mol
DFT total energy	-17061.9618	eV

Atomic partial charges in e from the natural (NBO) method, atoms 1 to 5: C 0.3809; C -0.6680; C -0.0662; N -0.8756; N -0.5868

---

(6)
# C4H8N2O

One molecule with the formula C4H8N2O (ωB97M-V/def2-TZVPD, OMol25).

Geometry as XYZ:
```
15
Properties=species:S:1:pos:R:3:forces:R:3
C -0.980496 0.431737 -1.221575 -0.03 -0.04 -0.07
C 0.000987 -0.347140 -0.372280 -0.22 -0.02 0.05
C 0.493702 -1.542442 -0.682058 0.16 -0.17 -0.11
N 1.526815 1.545223 -0.189159 0.01 0.42 -0.17
C 0.203439 0.226080 0.975812 0.00 -0.09 0.00
O 0.730209 1.366983 1.093580 -0.21 -0.35 0.08
N -0.206617 -0.464722 2.042055 0.11 0.07 0.00
H -0.649719 0.465055 -2.260594 -0.02 -0.01 0.12
H -1.960378 -0.058069 -1.180043 0.09 0.05 -0.04
H -1.097454 1.458445 -0.867910 0.07 -0.16 -0.05
H 1.220378 -2.040315 -0.043271 -0.24 0.03 -0.05
H 0.307677 -1.981344 -1.658909 -0.01 0.05 0.17
H 1.112558 2.432198 -0.499865 0.19 0.10 0.16
H -0.636280 -1.361378 1.880632 0.04 0.12 0.08
H -0.064823 -0.130311 2.983586 0.04 0.01 -0.16
```
Positions in Å, forces in eV/Å.

Calculated values
total charge	0
HOMO-LUMO gap (alpha / beta)	7.7 / 7.7	eV
E_HOMO (alpha / beta)	-7.055 / -7.056	eV
energy above the lowest of the compared OMol25 structures with the same formula, charge and spin	494.8	kJ/mol
DFT total energy	-9301.2652	eV

Atomic partial charges in e from the natural (NBO) method, atoms 1 to 5: C -0.6333; C -0.0387; C -0.4261; N -0.6442; C 0.6668

---

> What is the DFT total energy in the sixth record?

-9301.2652 eV

---

> Number 1 is which compound?

C35H42AsHgN3O2S

---

> Which formula does entry 3 have?

C5H14NO

---

> Among the records above, which one has the lowest energy above the lowest of the compared OMol25 structures with the same formula, charge and spin?

H4O3